# C10H34KO12

A molecular structure, C10H34KO12 in a non-equilibrium geometry (ωB97M-V/def2-TZVPD, OMol25).

```
57
Properties=species:S:1:pos:R:3
K 6.401 2.193 -5.223
O 4.598 4.306 -4.547
H 3.652 4.342 -4.570
H 4.952 4.684 -3.741
O 7.444 1.243 -2.984
H 7.533 0.879 -2.113
H 8.363 1.240 -3.281
C 6.147 4.696 -7.577
C 7.586 4.844 -7.086
O 8.163 3.588 -6.807
O 5.720 5.842 -8.198
H 5.415 4.304 -6.878
H 6.089 3.958 -8.366
H 7.599 5.322 -6.122
H 8.291 5.402 -7.832
H 9.079 3.751 -6.843
H 4.866 5.544 -8.523
C 5.564 0.871 -8.549
C 6.294 -0.235 -9.352
O 6.115 -0.119 -10.831
O 5.662 0.711 -7.140
H 4.461 0.862 -8.774
H 5.944 1.846 -8.936
H 5.843 -1.136 -9.060
H 7.303 -0.285 -9.131
H 5.318 -0.522 -11.104
H 5.384 -0.199 -6.971
C 2.902 2.538 -6.538
C 1.589 3.212 -6.179
O 1.712 4.518 -5.676
O 2.650 1.270 -7.150
H 3.441 2.396 -5.595
H 3.538 3.115 -7.139
H 1.074 2.574 -5.498
H 0.967 3.286 -7.117
H 0.954 5.028 -6.046
H 2.290 1.488 -7.978
C 4.598 -0.771 -3.294
C 3.721 0.380 -3.609
O 4.467 1.601 -3.466
O 4.109 -1.944 -3.849
H 4.660 -0.824 -2.256
H 5.539 -0.527 -3.671
H 2.745 0.499 -3.035
H 3.535 0.182 -4.673
H 3.830 2.184 -3.061
H 3.207 -1.741 -4.095
C 8.999 -0.263 -6.584
C 8.160 -1.508 -6.283
O 8.768 -2.602 -7.058
O 8.688 0.855 -5.700
H 8.916 -0.014 -7.665
H 10.035 -0.620 -6.567
H 7.052 -1.492 -6.462
H 8.127 -1.682 -5.249
H 9.005 -2.180 -7.941
H 9.377 1.454 -5.878
```

Results
Highest occupied orbital energy, eV: -12.86
Charge: +1
Kohn-Sham gap, eV: 10.300
Energy, Ha: -1903.91519